# C31H30N4O7RbS2

A molecular structure, C31H30N4O7RbS2 (wB97M-V/def2-TZVPD, the Open Molecules 2025 dataset).

Output
**Net charge**: -1
**Highest occupied orbital energy**: -5.1 eV
**Energy relative to the best compared isomer or geometry (same formula, charge and spin)**: 0.0 kJ/mol
**2S+1**: 1
**LUMO**: 0.0756 Eh
**Total energy**: -2765.63298 Ha
**Orbital gap**: 7.203 eV

Last column: Mulliken charge in e.
CARTESIAN COORDINATES (ANGSTROEM)
Rb (1.54, -0.11, -0.42)  0.996
O (-3.68, 0.76, 5.13)  -0.513
C (-3.49, 1.77, 4.14)  -0.543
C (-2.59, 1.27, 3.05)  0.578
C (-2.08, 2.18, 2.13)  -0.999
C (-1.32, 1.70, 1.07)  -0.549
N (-1.03, 0.41, 0.93)  -0.180
C (-1.43, -0.45, 1.86)  0.367
C (-2.25, -0.06, 2.92)  -0.240
C (-0.91, -1.85, 1.72)  0.377
C (-0.86, -2.69, 2.82)  -0.145
C (-0.32, -3.96, 2.68)  0.299
C (-0.13, -4.87, 3.86)  -0.675
O (-1.17, -4.67, 4.80)  -0.515
C (0.11, -4.35, 1.42)  -0.827
C (0.02, -3.44, 0.38)  -0.519
N (-0.47, -2.21, 0.52)  -0.453
H (-4.34, 1.07, 5.75)  0.294
H (-3.04, 2.66, 4.58)  0.069
H (-4.45, 2.05, 3.71)  0.473
H (-2.27, 3.24, 2.23)  0.390
H (-0.94, 2.36, 0.30)  0.411
H (-2.63, -0.77, 3.64)  0.584
H (-1.19, -2.37, 3.80)  0.487
H (0.84, -4.64, 4.31)  0.286
H (-0.11, -5.91, 3.52)  0.320
H (-0.89, -5.02, 5.65)  0.305
H (0.54, -5.33, 1.24)  0.400
H (0.37, -3.70, -0.62)  0.475
C (1.66, -2.64, -9.48)  -1.439
C (1.82, -2.21, -8.05)  1.044
C (0.86, -2.53, -7.09)  -0.796
C (0.99, -2.11, -5.78)  -0.490
C (2.10, -1.35, -5.41)  -0.360
C (3.06, -1.02, -6.35)  -0.380
C (2.92, -1.45, -7.66)  -0.563
S (2.25, -0.79, -3.72)  1.573
O (3.25, 0.26, -3.75)  -0.734
O (2.58, -1.97, -2.93)  -0.796
N (0.83, -0.33, -3.27)  -0.607
C (0.30, 0.89, -3.63)  0.509
C (0.69, 1.65, -4.75)  -0.145
C (0.06, 2.84, -5.01)  -0.664
C (-0.96, 3.29, -4.16)  -0.509
C (-1.28, 2.48, -3.09)  -0.321
N (-0.69, 1.32, -2.82)  -0.279
H (0.86, -3.37, -9.58)  0.338
H (2.58, -3.09, -9.86)  0.354
H (1.43, -1.79, -10.12)  0.290
H (0.00, -3.12, -7.38)  0.276
H (0.25, -2.34, -5.03)  0.469
H (3.90, -0.41, -6.04)  0.478
H (3.67, -1.19, -8.40)  0.339
H (1.49, 1.30, -5.38)  0.283
H (0.35, 3.44, -5.86)  0.379
H (-1.47, 4.22, -4.34)  0.368
H (-2.06, 2.77, -2.40)  0.374
C (-1.50, 3.70, 6.62)  -1.615
C (-0.53, 3.06, 5.66)  0.932
C (-0.42, 1.68, 5.56)  -0.355
C (0.46, 1.09, 4.65)  -0.306
C (1.24, 1.89, 3.84)  0.168
C (1.15, 3.28, 3.93)  -0.773
C (0.27, 3.85, 4.83)  -0.779
S (2.31, 1.15, 2.61)  1.404
O (3.66, 1.24, 3.13)  -0.776
O (1.79, -0.21, 2.46)  -0.641
O (2.07, 1.98, 1.43)  -0.752
H (-2.15, 2.95, 7.07)  0.300
H (-2.12, 4.44, 6.11)  0.350
H (-0.97, 4.21, 7.43)  0.458
H (-1.05, 1.05, 6.18)  0.225
H (0.52, 0.02, 4.55)  0.421
H (1.76, 3.88, 3.27)  0.431
H (0.19, 4.93, 4.89)  0.361

# C7H22OP2Pb

A molecular structure, C7H22OP2Pb in a non-equilibrium geometry (wB97M-V/def2-TZVPD, the Open Molecules 2025 dataset).

Output
**Highest occupied orbital energy**: -4.6 eV
**2S+1**: 1
**LUMO**: 0.0266 Eh
**Total energy**: -1230.42720 Ha
**Orbital gap**: 5.372 eV

Last column: Mulliken charge in e.
CARTESIAN COORDINATES (ANGSTROEM)
Pb (-0.42, 0.01, -0.19)  0.302
H (1.82, 0.36, 0.89)  0.013
H (1.82, -0.35, 0.90)  0.001
P (0.01, 2.54, -0.45)  0.546
P (-0.10, -2.54, -0.43)  0.532
C (-1.43, -3.33, 0.51)  -1.143
H (-1.44, -4.40, 0.22)  0.383
H (-1.22, -3.21, 1.59)  0.307
H (-2.41, -2.85, 0.27)  0.295
C (-0.48, -2.79, -2.21)  -1.186
H (0.32, -2.30, -2.81)  0.306
H (-0.51, -3.88, -2.38)  0.393
H (-1.45, -2.31, -2.45)  0.331
C (1.45, -3.37, -0.08)  -1.204
H (1.67, -3.28, 1.00)  0.328
H (1.33, -4.43, -0.37)  0.393
H (2.27, -2.89, -0.66)  0.301
C (-0.52, 2.80, -2.18)  -1.186
H (-0.49, 3.89, -2.37)  0.394
H (0.17, 2.25, -2.86)  0.297
H (-1.55, 2.40, -2.32)  0.330
C (-1.15, 3.43, 0.61)  -1.156
H (-0.84, 3.31, 1.67)  0.304
H (-1.11, 4.50, 0.31)  0.381
H (-2.18, 3.02, 0.49)  0.302
C (1.65, 3.26, -0.28)  -1.200
H (2.36, 2.72, -0.93)  0.300
H (1.58, 4.32, -0.57)  0.397
H (1.97, 3.15, 0.77)  0.331
H (1.04, -0.02, -1.37)  -0.092
H (-1.63, 0.01, -1.38)  -0.224
O (-0.05, 0.00, 3.36)  -0.179
C (-0.47, 0.00, 2.31)  0.104

# BrClFNO

2 unconnected molecules or ions with the total composition BrClFNO in a non-equilibrium geometry (wB97M-V/def2-TZVPD, the Open Molecules 2025 dataset).

Output
**Highest occupied orbital energy (spin up / spin down)**: -10.8 / -11.2 eV
**Energy relative to the best compared isomer or geometry (same formula, charge and spin)**: 381.7 kJ/mol
**2S+1**: 1
**LUMO (spin up / spin down)**: -0.1155 / -0.1163 Eh
**Total energy**: -3263.80051 Ha
**Orbital gap (spin up / spin down)**: 7.694 / 8.058 eV

Last column: Mulliken charge in e.
CARTESIAN COORDINATES (ANGSTROEM)
N (0.07, 0.17, 0.43)  0.222
O (0.20, -0.04, -0.77)  -0.062
F (-1.23, -1.15, 0.94)  -0.425
Cl (1.71, -0.79, -1.39)  0.108
Br (-0.75, 1.81, 0.80)  0.156

# C2H5NO2

A single C2H5NO2 molecule in a non-equilibrium geometry (wB97M-V/def2-TZVPD, the Open Molecules 2025 dataset).

Output
**Highest occupied orbital energy**: -9.9 eV
**Energy relative to the best compared isomer or geometry (same formula, charge and spin)**: 289.8 kJ/mol
**2S+1**: 1
**LUMO**: 0.0332 Eh
**SMILES**: CC(=O)NO
**Total energy**: -284.35699 Ha
**Orbital gap**: 10.843 eV

Last column: Mulliken charge in e.
CARTESIAN COORDINATES (ANGSTROEM)
C (1.50, 0.21, 0.11)  -0.763
C (0.00, 0.31, -0.13)  0.543
O (-0.45, 1.40, -0.39)  -0.595
N (-0.79, -0.74, 0.18)  -0.087
O (-2.30, -0.47, 0.15)  -0.472
H (1.92, 0.70, -0.86)  0.250
H (1.69, 0.75, 0.95)  0.243
H (1.87, -0.86, 0.15)  0.289
H (-0.78, -1.69, -0.02)  0.244
H (-2.67, 0.39, -0.14)  0.348

# C9H10I2OTaTe

A molecular structure, C9H10I2OTaTe (wB97M-V/def2-TZVPD, the Open Molecules 2025 dataset).

Output
**Net charge**: +3
**Highest occupied orbital energy (spin up / spin down)**: -19.3 / -19.3 eV
**2S+1**: 1
**LUMO (spin up / spin down)**: -0.4725 / -0.4725 Eh
**Total energy**: -1343.45822 Ha
**Orbital gap (spin up / spin down)**: 6.431 / 6.430 eV

Last column: Mulliken charge in e.
CARTESIAN COORDINATES (ANGSTROEM)
Ta (-0.65, 0.57, -2.12)  0.673
I (-0.27, 0.23, -4.86)  0.441
C (-2.44, 0.16, -4.80)  -0.851
I (-3.28, 1.07, -3.03)  0.412
H (-2.75, -0.88, -4.85)  0.501
H (-2.76, 0.78, -5.63)  0.453
C (1.45, -2.36, 0.03)  -1.412
C (0.62, -1.14, 0.12)  0.904
O (-0.04, -0.82, -0.98)  -0.566
C (0.49, -0.31, 1.24)  0.896
C (-0.49, 0.72, 1.27)  -0.209
C (-0.53, 1.61, 2.32)  -0.795
C (0.40, 1.48, 3.36)  -0.326
C (1.34, 0.45, 3.38)  -0.880
C (1.38, -0.45, 2.33)  -0.309
H (1.33, -2.84, -0.94)  0.361
H (1.17, -3.06, 0.82)  0.419
H (2.51, -2.12, 0.19)  0.436
H (-1.30, 0.71, 0.55)  0.419
H (-1.30, 2.37, 2.37)  0.482
H (0.36, 2.18, 4.19)  0.446
H (2.03, 0.36, 4.20)  0.452
H (2.12, -1.24, 2.33)  0.437
Te (0.62, 2.52, -1.50)  0.616